Record 1
ORCA calculation (ωB97M-V/def2-TZVPD) on one molecule with the formula C5H8O in a non-equilibrium geometry.

Last column: Löwdin charge in e.
CARTESIAN COORDINATES (ANGSTROEM)
C (-0.332738, -0.377257, 1.335418)  -0.044
C (-1.373516, -0.057520, 0.649999)  -0.066
C (-1.273463, 0.538616, -0.955163)  -0.274
O (-0.049148, 0.787226, -1.394215)  -0.164
C (1.298627, -0.037333, -0.757083)  -0.074
C (1.328375, -0.265090, 0.655769)  -0.125
H (-0.190387, -0.772235, 2.315052)  0.068
H (-2.413021, -0.114842, 0.913851)  0.081
H (-1.844584, 1.465686, -0.879276)  0.106
H (-1.811285, -0.225344, -1.512055)  0.097
H (2.010487, 0.643591, -1.151907)  0.099
H (1.182206, -0.904967, -1.386104)  0.111
H (1.738855, -1.223947, 0.913265)  0.092
H (1.729590, 0.543415, 1.252449)  0.093

Force components x, y, z for each atom (eV/Å):
4.363 -0.209 -1.146
-0.619 1.378 -3.685
-1.161 -1.579 4.107
4.017 -0.242 0.482
-3.137 1.062 -2.831
-4.091 0.269 2.579
-0.552 -0.137 0.575
-0.172 -0.145 0.591
-0.158 0.033 -0.231
-0.255 -0.126 -0.368
0.645 0.418 -0.264
0.391 -0.444 0.109
0.308 -0.310 0.129
0.419 0.033 -0.047

Calculated values
gap between HOMO and LUMO	0.3804	hartree
total charge	0
energy above the lowest of the compared OMol25 structures with the same formula, charge and spin	3.3948	eV
calculated total energy	-270.43314	Ha

Record 2
ORCA calculation (ωB97M-V/def2-TZVPD) on one molecule with the formula C5H8O.

Last column: Löwdin charge in e.
CARTESIAN COORDINATES (ANGSTROEM)
C (0.788648, -1.148278, 0.203018)  -0.182
O (1.259560, -0.320160, -0.840984)  -0.133
C (0.962622, 0.968574, -0.341350)  -0.181
C (-0.464671, 0.866099, 0.180034)  -0.212
C (-1.426210, -0.024644, -0.553396)  -0.068
C (-0.584675, -0.591533, 0.553879)  -0.212
H (0.855233, -2.192007, -0.111344)  0.127
H (1.435713, -0.966419, 1.084625)  0.125
H (1.176011, 1.707896, -1.116310)  0.127
H (1.609260, 1.135470, 0.543691)  0.125
H (-0.837148, 1.666369, 0.811566)  0.135
H (-1.250345, -0.303494, -1.589053)  0.111
H (-2.473731, 0.126891, -0.300250)  0.103
H (-1.050267, -0.924765, 1.475875)  0.135

Force components x, y, z for each atom (eV/Å):
-0.047 -0.212 0.186
0.093 -0.002 0.005
0.001 0.269 0.056
0.056 0.156 0.119
-0.072 -0.023 -0.136
0.039 -0.087 0.184
-0.133 0.136 0.013
-0.127 -0.429 -0.116
-0.156 -0.085 0.078
-0.066 0.333 -0.318
0.027 -0.157 -0.048
0.128 0.032 0.180
0.212 -0.043 -0.091
0.045 0.111 -0.114

Calculated values
gap between HOMO and LUMO	0.4062	hartree
total charge	0
energy above the lowest of the compared OMol25 structures with the same formula, charge and spin	1.4479	eV
calculated total energy	-270.50468	Ha

Record 3
ORCA calculation (ωB97M-V/def2-TZVPD) on a 2-piece molecular cluster, C5H8O overall.

Last column: Löwdin charge in e.
CARTESIAN COORDINATES (ANGSTROEM)
C (-1.017624, -0.477032, 0.014383)  -0.138
C (0.225205, -1.379068, 0.129041)  -0.121
C (0.995214, -0.179612, -0.433118)  -0.134
C (-0.078627, 0.635580, -0.507085)  -0.138
C (0.811774, 0.535178, -1.717376)  -0.047
H (-1.525346, -0.213891, 0.942914)  0.091
H (-1.736593, -0.786340, -0.750968)  0.111
H (0.529887, -1.672514, 1.135856)  0.106
H (0.249235, -2.248305, -0.536078)  0.109
H (1.451581, 1.391393, -1.905709)  0.082
H (0.491706, 0.007995, -2.622472)  0.097
O (-0.070931, 1.254023, 2.512298)  -0.067
H (0.512811, 1.164870, 1.745885)  0.007
H (-0.683703, 1.947929, 2.239909)  0.043

Force components x, y, z for each atom (eV/Å):
-0.216 -0.087 0.081
-0.025 -0.169 0.083
0.000 0.095 -0.016
0.058 -0.031 -0.009
0.137 0.089 -0.338
0.018 -0.100 -0.194
0.090 0.051 0.136
-0.053 0.025 -0.181
0.007 0.129 0.126
-0.107 -0.145 0.062
0.056 0.072 0.129
0.020 0.148 -0.080
-0.046 -0.004 0.100
0.063 -0.073 0.100

Calculated values
gap between HOMO and LUMO	0.3442	hartree
total charge	0
energy above the lowest of the compared OMol25 structures with the same formula, charge and spin	5.1321	eV
calculated total energy	-270.36929	Ha

Record 4
ORCA calculation (ωB97M-V/def2-TZVPD) on C5H8O as an isolated structure in a non-equilibrium geometry.

Last column: Löwdin charge in e.
CARTESIAN COORDINATES (ANGSTROEM)
C (2.207432, -0.224702, 0.270551)  -0.111
C (0.684960, -0.422099, 0.437338)  -0.151
C (-0.062438, 0.410928, -0.525323)  -0.462
O (0.611826, 1.148842, -1.350346)  -0.009
C (-1.520916, 0.479623, -0.531540)  -0.084
C (-2.548617, -0.226948, 0.066281)  0.068
H (2.842096, -0.704955, 1.149909)  0.096
H (2.582304, -0.750644, -0.720667)  0.109
H (2.525906, 0.875268, 0.197411)  0.092
H (0.266228, -1.364984, 0.812944)  0.132
H (0.264423, 0.490418, 0.836762)  0.116
H (-1.958219, 1.157645, -1.306270)  0.119
H (-2.421910, -0.905557, 0.919849)  0.069
H (-3.473073, 0.037166, -0.256897)  0.015

Force components x, y, z for each atom (eV/Å):
2.075 -1.154 -0.040
1.077 0.453 -1.223
2.670 0.824 -5.452
-2.776 -2.051 2.787
-3.804 -0.529 -0.511
5.271 0.612 0.722
-1.529 0.913 -1.710
-0.812 1.123 1.953
-0.763 -1.719 0.072
0.027 0.722 -0.037
0.330 0.675 4.074
1.060 -0.387 0.582
-0.066 0.104 -0.566
-2.760 0.413 -0.652

Calculated values
gap between HOMO and LUMO	0.3532	hartree
total charge	0
energy above the lowest of the compared OMol25 structures with the same formula, charge and spin	3.2481	eV
calculated total energy	-270.43853	Ha